Entry 1:
Entry from the OMol25 dataset: a 5-piece molecular cluster, C6H18O5 overall (ωB97M-V with the def2-TZVPD basis set).

XYZ file:
```
29
Properties=species:S:1:pos:R:3
O 3.3720 -11.1846 6.7978
O 4.2277 -8.5912 7.0699
O 7.3233 -12.4298 8.8595
O 4.6773 -12.1261 8.8815
O 0.9325 -10.8569 5.1324
C 0.4083 -9.0160 3.7826
C 5.3091 -7.5316 8.9422
C 0.4166 -8.8972 6.3653
C 6.3785 -9.4613 7.5617
C 5.1898 -8.5681 7.7838
C 0.6154 -9.6848 5.1276
H -0.3876 -9.3124 6.9879
H 7.2579 -8.7863 7.3707
H 1.1167 -8.2043 3.7188
H 4.6380 -6.7227 8.8084
H 1.2440 -8.8616 7.0430
H 6.2299 -10.0811 6.6837
H 4.9648 -12.5018 7.9923
H 0.0363 -7.8774 6.2403
H 3.8701 -11.7067 8.5884
H 3.3737 -10.2396 6.6709
H 2.6699 -11.4532 6.2005
H 6.7117 -10.0692 8.3728
H 5.1835 -7.9773 9.9038
H 6.3042 -7.0419 8.8298
H 6.5167 -12.3173 9.3969
H 7.5765 -13.3618 8.9889
H -0.5730 -8.4781 3.8601
H 0.4043 -9.7397 2.9608
```

Values from the calculation:
maximum force: 0.04580 Eh/bohr
relative energy (zero: lowest compared OMol25 entry of this formula, charge and spin): 1.327 eV
E_tot: -16751.363 eV
HOMO-LUMO gap: 10.6 eV
LUMO energy: 0.027 Ha


Entry 2:
Entry from the OMol25 dataset: C6H19IrN7 as an isolated structure (ωB97M-V with the def2-TZVPD basis set).

XYZ file:
```
33
Properties=species:S:1:pos:R:3
Ir 1.3415 -0.2192 0.2501
N -1.4817 1.5637 -0.9140
N -3.0804 -0.1378 -0.8889
N 0.7332 1.7898 -0.1306
N 3.2556 -1.3742 -0.2332
N 2.2536 -0.6948 2.3590
N -0.8271 -0.6032 -0.3282
N -0.3711 3.5725 -1.1041
C -4.1232 0.7341 -0.4777
C 4.0951 -1.4979 0.9518
C 3.2330 -1.7596 2.1830
C -3.4216 -1.3745 -1.4700
C -1.7341 0.2419 -0.6953
C -0.3262 2.3146 -0.7096
H 2.8934 -2.2891 -0.5363
H 0.4169 4.2016 -0.9634
H -2.5900 -1.8924 -1.9523
H -1.1498 -1.5546 -0.1487
H 4.8353 -2.3174 0.8449
H -4.2424 -1.2308 -2.1989
H -3.8562 1.3110 0.4160
H 2.7258 0.1750 2.6389
H -4.4238 1.4666 -1.2525
H -2.2455 2.0948 -1.3315
H -1.1413 4.0107 -1.6010
H 1.4932 2.4660 -0.0061
H 3.8090 -1.0015 -1.0122
H -3.9153 -2.0753 -0.7654
H 3.8820 -1.8343 3.0770
H 2.7236 -2.7337 2.1259
H -5.0558 0.1798 -0.2930
H 1.5828 -0.9392 3.0973
H 4.7108 -0.5925 1.0688
```

Values from the calculation:
net charge: +4
maximum force: 0.05819 Eh/bohr
relative energy (zero: lowest compared OMol25 entry of this formula, charge and spin): 1.398 eV
E_tot: -19751.736 eV
multiplicity: 2
HOMO-LUMO gap (spin up / spin down): 7.5 / 6.8 eV
LUMO energy (spin up / spin down): -0.625 / -0.651 Ha


Entry 3:
Entry from the OMol25 dataset: a 4-piece molecular cluster, C6H19N2O3 overall (ωB97M-V with the def2-TZVPD basis set).

XYZ file:
```
30
Properties=species:S:1:pos:R:3
O -2.4356 2.9412 1.4370
O 2.4693 1.3466 0.6538
O 2.4720 -0.1000 -3.0153
N -0.0694 0.2155 -2.3942
N 0.5675 -1.2156 1.7172
C -0.8340 1.2763 -0.2813
C -0.8649 -0.0061 -1.1353
C -0.6665 -1.3585 0.9919
C 1.0088 -2.1261 2.4707
C -1.7828 -1.4580 1.6965
C -0.3739 -1.3140 -0.4713
H 0.8839 0.4967 -2.1442
H -2.7902 -1.4038 1.2998
H 2.5760 -0.9729 -3.4103
H 0.7112 -1.3722 -0.6045
H 2.1264 0.5734 1.1263
H 0.6098 -3.1002 2.7517
H 3.3354 0.0889 -2.6219
H -1.3453 2.0759 -0.8078
H -0.7114 -2.1516 -1.0842
H -1.9222 2.3842 2.0279
H -1.9266 -0.1293 -1.3505
H 1.9897 -1.9034 2.8864
H 0.2211 1.5759 -0.2449
H -1.1965 1.0282 0.6953
H -0.4858 0.9988 -2.8993
H 2.4115 2.0288 1.3331
H -2.1089 3.8417 1.5438
H -0.1132 -0.6459 -2.9306
H -1.7553 -1.6146 2.7642
```

Values from the calculation:
net charge: +1
maximum force: 0.05004 Eh/bohr
relative energy (zero: lowest compared OMol25 entry of this formula, charge and spin): 0.409 eV
E_tot: -15645.365 eV
HOMO-LUMO gap: 9.5 eV
LUMO energy: -0.111 Ha


Entry 4:
Entry from the OMol25 dataset: C6H19N2SiV as an isolated structure (ωB97M-V with the def2-TZVPD basis set).

XYZ file:
```
29
Properties=species:S:1:pos:R:3
V 0.1377 -1.2933 -2.7024
Si 0.9443 1.9847 1.2799
N -0.6854 -3.4216 -2.8194
N -1.7447 -0.2723 -2.8568
C -0.6500 2.5684 2.1791
C 2.1364 1.4265 2.6415
C -0.7252 -3.2907 0.7596
C 1.6594 3.5083 0.4474
C 0.5015 -0.2906 -0.7827
C 0.6704 0.5990 0.0800
H -0.4661 -3.7163 -3.7896
H -2.4096 -0.7819 -3.4180
H -1.0841 1.6690 2.6532
H -0.3532 -2.8059 -0.1071
H 2.3392 2.1862 3.4225
H 3.0644 1.1351 2.1240
H -0.4495 -4.3467 0.8606
H -2.3292 0.0868 -2.0881
H 1.7076 0.5165 3.0896
H -1.7944 -3.1569 0.8227
H 0.9526 3.7863 -0.3439
H -0.5282 3.3737 2.9375
H 2.5849 3.1799 -0.0421
H -1.7287 -3.4780 -2.8296
H -0.2898 -2.7759 1.6352
H -0.4289 -4.2282 -2.2420
H -1.5521 0.5755 -3.4046
H -1.3363 2.8987 1.3778
H 1.8571 4.3637 1.1156
```

Values from the calculation:
net charge: +1
maximum force: 0.05685 Eh/bohr
E_tot: -43066.510 eV
multiplicity: 2
HOMO-LUMO gap (spin up / spin down): 7.2 / 6.9 eV
LUMO energy (spin up / spin down): -0.168 / -0.174 Ha


Entry 5:
Entry from the OMol25 dataset: C6H19N5O2Ru as an isolated structure (ωB97M-V with the def2-TZVPD basis set).

XYZ file:
```
33
Properties=species:S:1:pos:R:3
Ru -0.2225 -0.0296 0.1548
O 3.8450 -0.9541 -0.2283
O 1.8361 -0.0796 -0.3562
N 0.5538 -2.2204 -0.4013
N 0.3086 1.9510 1.1624
N -2.0545 -0.8908 1.1832
N 1.9582 -2.2744 -0.3429
N -1.8761 1.3595 -0.6776
C 2.5812 -1.0820 -0.3209
C -0.0620 2.8254 0.0382
C 4.8214 -2.0070 -0.4006
C -3.1547 0.7643 -0.2375
C -1.5494 2.7181 -0.2010
C -2.9642 -0.7105 0.0288
H -0.1625 2.2220 2.0253
H -3.4953 1.2733 0.6655
H 2.4277 -3.1461 -0.1340
H 0.2478 -2.2474 -1.3736
H -3.9382 0.8909 -0.9896
H 0.1503 -3.0106 0.0943
H 4.5178 -2.7498 -1.1370
H 5.7304 -1.5061 -0.7236
H -2.5250 -1.2060 -0.8445
H -1.8529 3.4792 -0.9248
H 1.3168 1.9884 1.3209
H 5.0458 -2.4663 0.5635
H -2.4145 -0.4121 2.0097
H -1.7508 1.2829 -1.6889
H -2.1004 2.9078 0.7214
H 0.5078 2.5189 -0.8453
H 0.2016 3.8703 0.2318
H -1.9898 -1.8801 1.4248
H -3.9375 -1.1790 0.2030
```

Values from the calculation:
net charge: +3
maximum force: 0.05343 Eh/bohr
relative energy (zero: lowest compared OMol25 entry of this formula, charge and spin): 0.000 eV
E_tot: -20627.023 eV
multiplicity: 2
HOMO-LUMO gap (spin up / spin down): 7.5 / 7.8 eV
LUMO energy (spin up / spin down): -0.508 / -0.497 Ha


Entry 6:
Entry from the OMol25 dataset: a 3-piece molecular cluster, C6H19NO3 overall (ωB97M-V with the def2-TZVPD basis set).

XYZ file:
```
29
Properties=species:S:1:pos:R:3
O 3.0707 1.5233 -0.1799
O -0.7294 -0.6375 3.4185
O 0.0163 2.2735 0.8918
N 0.7519 -1.2694 -1.2039
C 0.0908 -0.0101 -1.5582
C 1.1567 -1.5220 0.1970
C -1.9819 1.2693 -2.1152
C 0.3083 -1.3667 2.6685
C -1.4293 -0.1111 -1.7709
C 0.1308 -1.0272 1.1969
H 0.3718 -2.0943 -1.6343
H 0.5761 0.3302 -2.4830
H 2.9357 1.0315 -0.9910
H -1.4989 -0.7299 -2.6662
H -3.0404 1.3586 -1.8620
H 2.1784 -1.1714 0.2962
H -1.5860 -0.9748 3.1203
H 0.3614 0.7630 -0.8610
H 0.1318 -2.4228 2.8481
H -1.4992 2.0747 -1.5635
H 1.1777 -0.8406 3.0373
H -1.8794 1.4783 -3.1814
H -0.8409 -1.3698 0.8251
H 2.3153 1.4826 0.4131
H -0.3139 3.1818 0.9092
H 0.0208 0.0502 1.1176
H 1.2289 -2.6072 0.2622
H -1.9001 -0.6114 -0.9283
H -0.1240 1.9493 1.7972
```

Values from the calculation:
maximum force: 0.04911 Eh/bohr
relative energy (zero: lowest compared OMol25 entry of this formula, charge and spin): 1.285 eV
E_tot: -14161.796 eV
HOMO-LUMO gap: 8.8 eV
LUMO energy: 0.019 Ha


Entry 7:
Entry from the OMol25 dataset: a 4-piece molecular cluster, C6H19NO4 overall (ωB97M-V with the def2-TZVPD basis set).

XYZ file:
```
30
Properties=species:S:1:pos:R:3
O -3.8526 0.3182 -1.4013
O -1.0835 -1.2570 -1.3777
O 0.7581 -1.1575 -3.2803
O -2.0353 2.4796 -0.4312
N -1.7922 -0.0621 1.2329
C 2.3287 0.8471 0.9458
C -0.3832 -0.4214 0.8443
C 3.6384 1.3478 0.4772
C 2.0516 -0.3132 1.5489
C -0.3973 -1.5338 -0.1512
C 0.6705 -0.6946 1.9274
H 0.0367 -1.0869 -2.6105
H -1.7613 -0.5721 -1.3301
H 4.1986 0.5990 -0.1280
H 1.5514 1.5304 0.6567
H 0.6202 -2.0276 -3.6600
H 2.7918 -1.0587 1.8220
H -1.4032 2.2742 -1.1293
H 3.6198 2.3338 -0.0273
H -2.5432 -0.7078 0.9702
H -1.8950 0.0527 2.2312
H -2.1113 1.6328 0.0469
H 0.3616 -0.2221 2.8791
H -3.5323 1.2323 -1.3407
H 4.3164 1.5666 1.3183
H 0.6771 -1.6479 -0.4231
H 0.6160 -1.8009 2.0098
H -0.7098 -2.5514 0.1134
H -4.6019 0.4041 -2.0095
H -0.1347 0.4964 0.2764
```

Values from the calculation:
maximum force: 0.04413 Eh/bohr
relative energy (zero: lowest compared OMol25 entry of this formula, charge and spin): 2.141 eV
E_tot: -16209.288 eV
HOMO-LUMO gap: 10.0 eV
LUMO energy: 0.024 Ha


Entry 8:
Entry from the OMol25 dataset: a 2-piece molecular cluster, C6H19O3P2S2 overall (ωB97M-V with the def2-TZVPD basis set).

XYZ file:
```
32
Properties=species:S:1:pos:R:3
S -0.3588 2.4667 -4.4425
S -0.8176 0.7720 -3.3027
P -2.3980 3.0452 -1.0862
P -2.4539 1.0008 -1.9383
O -3.3891 3.9852 -1.8978
O -0.9910 3.6467 -1.4835
O -2.6802 2.8049 0.3176
C -1.2006 -1.4383 0.4013
C 1.6487 -2.5291 1.0904
C 2.8437 -1.2359 2.9428
C 1.7339 -2.2192 2.5844
C 0.0545 -0.5840 0.5501
C 1.3488 -1.3193 0.2042
H -3.4669 1.1194 -2.9103
H 1.3016 -1.6604 -0.8383
H -1.1961 -2.3008 1.0660
H 0.1644 0.7551 -2.3814
H -2.0919 -0.8529 0.6320
H 3.8177 -1.6191 2.6327
H 2.5963 -2.9659 0.7633
H 0.7749 -1.8366 2.9454
H 2.1827 -0.6140 0.2554
H -0.0316 0.2979 -0.1073
H 2.8809 -1.0648 4.0182
H -4.3234 3.8426 -1.6657
H 0.8918 -3.3004 0.9266
H 2.6984 -0.2648 2.4654
H 1.9012 -3.1572 3.1175
H 0.1062 -0.1804 1.5628
H 0.7912 2.7436 -3.8087
H -1.2924 -1.8104 -0.6241
H -1.0452 4.4732 -1.9894
```

Values from the calculation:
net charge: +1
maximum force: 0.01707 Eh/bohr
relative energy (zero: lowest compared OMol25 entry of this formula, charge and spin): 0.000 eV
E_tot: -52915.172 eV
HOMO-LUMO gap: 8.2 eV
LUMO energy: -0.190 Ha